Entry 1:
{"formula": "C19H48BrN7O3P2", "method": "ωB97M-V with the def2-TZVPD basis set", "smiles": "CC[C@@H](Br)[C@@H]1CCNC1=O.CN(C)P(=O)(N(C)C)N(C)C.CN(C)P(=O)(N(C)C)N(C)C", "symbols": ["C", "C", "C", "Br", "C", "C", "C", "N", "C", "O", "H", "H", "H", "H", "H", "H", "H", "H", "H", "H", "H", "H", "C", "N", "C", "P", "O", "N", "C", "C", "N", "C", "C", "H", "H", "H", "H", "H", "H", "H", "H", "H", "H", "H", "H", "H", "H", "H", "H", "H", "H", "C", "N", "C", "P", "O", "N", "C", "C", "N", "C", "C", "H", "H", "H", "H", "H", "H", "H", "H", "H", "H", "H", "H", "H", "H", "H", "H", "H", "H"], "coordinates": [[2.235, 0.978, -0.782], [2.727, 2.262, -1.533], [2.646, 3.572, -0.696], [2.444, 3.257, 1.250], [3.782, 4.596, -0.960], [3.291, 6.055, -1.248], [2.717, 5.819, -2.691], [3.625, 4.797, -3.273], [4.598, 4.435, -2.268], [5.711, 4.098, -2.408], [3.058, 0.707, -0.107], [1.287, 1.126, -0.260], [2.179, 0.194, -1.552], [2.087, 2.422, -2.417], [3.749, 2.021, -1.865], [1.707, 4.068, -0.977], [4.358, 4.684, -0.026], [4.222, 6.599, -1.487], [2.643, 6.523, -0.506], [1.674, 5.463, -2.645], [2.755, 6.664, -3.390], [3.156, 3.971, -3.628], [-3.214, 0.596, 4.241], [-2.121, 0.156, 3.396], [-2.583, -0.962, 2.573], [-0.464, 0.044, 3.870], [0.139, 0.179, 2.482], [0.115, 1.584, 4.438], [-0.672, 2.789, 4.230], [1.507, 1.851, 4.081], [-0.905, -0.412, 5.530], [-0.310, 0.241, 6.699], [-0.725, -1.874, 5.702], [-3.543, -0.177, 4.949], [-4.073, 0.862, 3.618], [-2.973, 1.487, 4.814], [-2.807, -1.846, 3.188], [-1.829, -1.245, 1.838], [-3.485, -0.690, 2.020], [-1.028, 2.889, 3.198], [-0.090, 3.678, 4.482], [-1.526, 2.820, 4.911], [1.603, 2.208, 3.048], [2.113, 0.946, 4.177], [1.937, 2.598, 4.754], [0.783, 0.216, 6.687], [-0.649, -0.260, 7.611], [-0.644, 1.272, 6.788], [0.334, -2.151, 5.702], [-1.212, -2.418, 4.887], [-1.179, -2.219, 6.632], [-3.079, -3.978, -2.004], [-2.321, -2.752, -2.170], [-3.222, -1.614, -1.983], [-1.082, -2.485, -3.343], [-0.340, -1.395, -2.589], [0.177, -3.676, -3.171], [0.219, -4.536, -1.999], [1.518, -3.156, -3.431], [-1.903, -3.513, -4.538], [-1.196, -4.562, -5.277], [-2.588, -2.655, -5.536], [-3.868, -4.096, -2.759], [-3.558, -3.980, -1.021], [-2.456, -4.867, -2.035], [-3.974, -1.564, -2.784], [-2.670, -0.675, -1.981], [-3.742, -1.685, -1.026], [0.110, -3.980, -1.061], [1.157, -5.094, -1.964], [-0.553, -5.308, -2.053], [1.934, -2.624, -2.568], [1.509, -2.464, -4.276], [2.194, -3.974, -3.692], [-0.310, -4.189, -5.797], [-1.867, -5.000, -6.023], [-0.910, -5.381, -4.622], [-1.871, -2.143, -6.184], [-3.189, -1.890, -5.035], [-3.268, -3.240, -6.155]], "atomic_forces_ev_per_a": [[1.0, 0.5, -1.0], [-0.5, -0.6, 0.8], [-0.1, 0.2, -1.1], [0.4, 0.5, -1.0], [0.7, 1.5, 1.8], [0.4, -1.2, -2.0], [-0.4, -0.3, -0.1], [0.6, 0.3, 0.0], [-3.7, -0.2, 1.2], [1.8, -0.6, -0.6], [-0.6, -0.1, 0.2], [0.2, -0.3, -0.1], [-0.3, 0.1, 0.4], [0.3, -0.1, 0.2], [-0.2, 0.4, 0.1], [0.1, -0.3, 0.4], [0.4, -0.4, -0.6], [-0.4, 0.4, 0.9], [0.1, 0.0, -0.2], [0.3, 0.1, -0.1], [-0.1, 0.1, 0.6], [0.2, 0.2, -0.2], [0.0, -0.1, 0.6], [-0.2, -0.5, -0.2], [0.4, 0.0, -0.4], [-2.9, 6.5, -0.7], [1.1, -3.5, 1.0], [0.1, 0.5, 0.6], [-0.5, -0.2, 0.1], [0.1, -0.3, -0.1], [2.0, -2.3, -0.4], [0.2, 0.4, 0.1], [-0.5, -0.2, -0.1], [0.0, 0.0, 0.0], [0.1, -0.1, -0.2], [0.2, -0.1, 0.0], [-0.2, 0.0, 0.0], [0.1, 0.1, 0.1], [0.0, 0.1, 0.1], [0.0, 0.1, 0.0], [0.2, -0.2, -0.1], [-0.1, 0.0, -0.1], [-0.1, -0.4, 0.5], [0.0, 0.0, -0.1], [-0.2, 0.0, 0.1], [0.0, 0.1, 0.1], [-0.1, -0.3, -0.2], [0.1, 0.0, -0.2], [0.0, -0.1, 0.1], [0.0, 0.1, -0.1], [0.0, 0.1, 0.0], [-0.1, -0.3, -0.5], [-0.4, 0.4, 0.0], [0.3, 0.4, 0.1], [1.3, -4.6, 5.4], [-1.2, 1.9, -3.1], [0.4, -0.7, -0.2], [-0.5, -0.2, 0.0], [-0.1, 0.3, -0.1], [0.4, 2.4, -1.9], [0.4, -0.3, 0.0], [-0.5, 0.1, 0.2], [0.0, 0.0, 0.0], [0.1, 0.2, 0.0], [0.1, 0.1, -0.2], [-0.1, 0.0, 0.1], [0.1, -0.1, 0.0], [0.0, -0.1, 0.0], [0.0, -0.1, 0.1], [0.1, 0.2, -0.1], [-0.1, 0.1, 0.1], [0.0, 0.1, -0.1], [0.0, 0.0, 0.1], [-0.1, -0.1, 0.0], [0.0, -0.1, 0.0], [-0.2, 0.3, 0.0], [0.1, 0.2, 0.1], [-0.1, -0.1, -0.1], [0.1, 0.0, 0.1], [0.1, -0.1, 0.0]]}


Entry 2:
{"formula": "C19H48F6N6O15S6", "method": "ωB97M-V with the def2-TZVPD basis set", "symbols": ["C", "C", "N", "C", "C", "C", "C", "C", "O", "C", "H", "H", "H", "H", "H", "H", "H", "H", "H", "H", "H", "H", "H", "H", "H", "H", "H", "H", "H", "H", "C", "C", "N", "C", "C", "C", "C", "C", "O", "C", "H", "H", "H", "H", "H", "H", "H", "H", "H", "H", "H", "H", "H", "H", "H", "H", "H", "H", "H", "H", "C", "C", "O", "N", "H", "H", "C", "H", "H", "H", "H", "H", "H", "N", "S", "O", "O", "F", "S", "O", "O", "F", "N", "S", "O", "O", "F", "S", "O", "O", "F", "N", "S", "O", "O", "F", "S", "O", "O", "F"], "coordinates": [[2.937, 5.056, 1.941], [3.663, 4.492, 3.232], [4.717, 3.377, 2.936], [4.017, 2.120, 2.325], [5.831, 3.909, 1.988], [6.515, 5.189, 2.415], [5.368, 3.027, 4.338], [6.596, 1.996, 4.340], [7.729, 2.701, 4.009], [8.922, 2.016, 3.826], [2.244, 4.301, 1.570], [3.630, 5.589, 1.290], [2.198, 5.804, 2.227], [2.962, 4.145, 3.991], [4.349, 5.111, 3.809], [3.481, 2.517, 1.463], [3.330, 1.704, 3.062], [4.845, 1.474, 2.032], [5.413, 3.976, 0.984], [6.544, 3.096, 1.849], [5.906, 6.093, 2.423], [7.324, 5.440, 1.730], [6.879, 5.093, 3.438], [4.522, 2.697, 4.940], [5.763, 3.964, 4.731], [6.383, 1.216, 3.609], [6.668, 1.612, 5.358], [9.749, 2.725, 3.857], [8.965, 1.499, 2.867], [9.057, 1.220, 4.559], [0.874, -6.314, -3.723], [0.250, -4.862, -3.692], [-0.662, -4.532, -4.964], [0.269, -4.787, -6.224], [-1.923, -5.589, -4.981], [-2.905, -5.497, -3.832], [-1.072, -3.016, -5.002], [-2.314, -2.696, -5.894], [-2.148, -1.380, -6.334], [-2.981, -0.769, -7.273], [1.807, -6.216, -4.277], [0.237, -7.172, -3.941], [1.341, -6.483, -2.753], [0.957, -4.065, -3.463], [-0.447, -4.714, -2.866], [-0.283, -4.145, -6.910], [0.439, -5.802, -6.582], [1.226, -4.351, -5.938], [-1.387, -6.483, -5.299], [-2.457, -5.275, -5.878], [-2.690, -6.283, -3.108], [-3.890, -5.565, -4.293], [-2.932, -4.555, -3.284], [-0.275, -2.360, -5.353], [-1.182, -2.731, -3.955], [-3.220, -2.953, -5.345], [-2.180, -3.256, -6.820], [-2.582, 0.223, -7.483], [-3.891, -0.772, -6.673], [-3.134, -1.402, -8.147], [-2.019, 0.000, 0.877], [-2.308, 0.824, 2.112], [-2.062, 1.985, 2.242], [-2.926, 0.145, 3.342], [-3.930, 0.103, 3.245], [-2.641, -0.820, 3.255], [-2.259, 0.524, 4.662], [-2.183, 0.560, -0.043], [-2.499, -0.977, 0.928], [-0.961, -0.231, 0.748], [-1.219, 0.704, 4.387], [-2.595, -0.275, 5.322], [-2.932, 1.355, 4.872], [-1.657, -3.454, 2.954], [-0.335, -4.174, 2.762], [0.139, -4.531, 1.441], [0.243, -4.840, 3.900], [0.528, -2.807, 2.853], [-2.683, -4.771, 2.737], [-2.516, -5.903, 3.676], [-3.086, -5.101, 1.390], [-3.930, -4.104, 3.420], [-6.953, 0.113, 3.570], [-8.090, 0.578, 4.789], [-8.494, -0.425, 5.760], [-9.128, 1.508, 4.433], [-7.073, 1.507, 5.644], [-7.890, -0.781, 2.927], [-8.970, -0.213, 2.147], [-8.069, -2.126, 3.427], [-6.783, -1.139, 1.780], [-1.949, 6.672, -4.521], [-1.765, 7.377, -2.978], [-0.381, 7.745, -2.607], [-2.726, 6.995, -1.960], [-2.375, 8.802, -3.460], [-1.371, 5.335, -4.097], [-2.076, 4.546, -3.078], [0.089, 5.255, -4.156], [-1.513, 4.680, -5.555]], "atomic_forces_ev_per_a": [[0.3, 0.0, 2.2], [0.9, 0.0, -0.7], [0.0, -0.7, 0.6], [1.3, 1.9, 0.3], [-0.7, -0.6, -0.6], [-0.3, 0.3, 0.6], [0.6, -0.5, -1.1], [-1.9, 1.0, -0.4], [-0.1, 1.7, -0.1], [0.7, -1.0, -0.2], [0.7, -0.2, -0.8], [-0.2, -0.7, -0.4], [0.3, 0.3, 0.5], [-0.1, -0.5, -0.3], [-0.6, 1.1, -0.5], [0.1, -0.4, 0.0], [0.3, 0.0, -0.1], [-0.5, -0.3, 0.0], [-0.5, 0.3, 0.1], [0.1, 0.0, 0.6], [-0.5, -0.2, -0.2], [0.2, -0.4, 0.1], [0.5, 0.0, -0.2], [0.2, -0.2, 0.1], [-0.2, -0.1, 0.0], [0.0, -0.5, 0.1], [-0.2, -0.4, 0.0], [-0.2, 0.0, 0.2], [-0.2, 0.1, -0.4], [0.1, 0.1, 0.4], [0.8, 2.1, 0.5], [-2.0, -0.8, 0.0], [1.5, -1.1, 0.1], [-1.5, 1.6, 1.2], [1.5, 2.6, -1.5], [0.6, -0.5, 0.1], [-0.3, -0.6, 0.5], [1.4, -0.1, -0.7], [2.6, 0.1, 1.7], [-1.4, -1.0, 1.1], [-0.4, -0.6, -0.9], [0.1, 0.4, -0.3], [-0.6, 0.0, 0.5], [0.4, -0.1, -1.0], [-0.2, -0.5, 0.1], [0.7, -0.4, -0.8], [-0.6, 0.0, 0.5], [-0.1, 0.1, -0.3], [-0.5, -0.4, 0.9], [0.2, 0.1, -0.2], [-0.5, 0.0, 0.1], [-0.1, -0.5, 0.4], [0.4, 0.1, -0.2], [0.4, -0.6, -0.3], [-0.5, -0.1, 0.0], [-0.4, 0.3, -0.3], [-0.6, -1.0, 0.0], [-0.2, -0.3, 0.0], [-0.9, 1.0, -1.0], [0.2, 0.2, -0.4], [0.0, -0.6, 0.4], [0.5, 1.7, -0.5], [-0.1, -0.9, 0.0], [2.1, -1.9, -1.5], [-1.0, 0.5, 0.5], [-0.2, -1.0, -0.4], [-3.1, 0.6, -1.2], [-0.8, 0.1, 0.3], [-0.3, 0.1, -0.3], [0.3, 0.1, 0.8], [-0.2, 0.0, 0.8], [1.0, 0.0, 0.2], [1.2, 0.7, 0.9], [-4.0, -1.9, -0.8], [8.1, 1.1, 0.3], [-1.7, -1.1, 0.3], [-1.2, -0.6, -0.8], [0.1, 1.3, 0.3], [-3.0, -2.6, 2.4], [0.9, 2.3, -2.3], [1.0, 1.1, 1.0], [-0.2, 0.9, -0.6], [1.2, 5.5, 6.8], [-0.4, 2.2, 3.9], [1.2, 0.7, -1.7], [1.3, -0.7, -0.6], [0.1, -0.5, -0.7], [-3.4, -8.3, -8.6], [0.6, -0.2, 1.2], [-0.4, 1.3, 0.6], [0.3, 0.0, -0.8], [-0.6, 2.8, 3.5], [-0.4, 4.3, 0.4], [-2.8, -1.3, -0.7], [1.5, 0.0, -1.2], [0.4, -0.7, 0.1], [3.8, -5.7, -1.9], [1.0, 1.0, -1.9], [-1.0, 0.3, 1.9], [-1.8, -0.9, -0.2]]}


Per-record frontier orbital gap, eV: 7.727, 6.939